Entry 1:
ORCA calculation (ωB97M-V with the def2-TZVPD basis set) on a structure of composition C11H21N3NbO4S.

Results
HOMO energy: -4.4182 eV
molecular weight: 384.3 g/mol
HOMO-LUMO gap: 6.89 eV
DFT total energy: -1351.7994 Ha
F_max: 2.0 eV/A
charge: -1

Element x y z (Å)
N: -0.404938 -1.546328 3.313288
C: -1.173684 -0.584945 2.968048
C: -2.345051 -0.714766 2.102935
Nb: -1.891253 -0.504927 -0.128925
S: -3.861247 0.895232 -0.789924
C: -0.773143 -0.315965 -2.117767
C: 0.557775 0.320267 -2.018469
C: 1.733508 -0.441566 -1.919166
C: 2.973116 0.159637 -1.801484
C: 3.101526 1.541191 -1.767459
C: 1.949866 2.309854 -1.875277
C: 0.709599 1.710743 -1.996142
H: 0.346677 -1.195298 3.897447
H: -0.989072 0.434523 3.310759
H: -3.013439 0.127018 2.282800
H: -2.828791 -1.672822 2.272897
H: -0.965545 0.959180 0.529487
H: -0.440485 -1.500195 0.189996
H: -2.749647 -2.123258 -0.459250
H: -3.252843 1.826417 -1.512495
H: -0.649667 -1.321650 -2.509740
H: -1.396953 0.306968 -2.754363
H: 1.648991 -1.518509 -1.934395
H: 3.854118 -0.459009 -1.703426
H: 4.069304 2.001086 -1.650204
H: 2.022785 3.387566 -1.850226
H: -0.178935 2.323731 -2.051322
C: -3.212534 2.719474 5.321108
N: -2.532106 3.242158 4.101972
O: -1.645522 2.571723 3.632154
O: -2.931357 4.305237 3.671069
H: -2.755874 1.771710 5.577326
H: -3.083473 3.459580 6.104155
H: -4.263566 2.606108 5.076763
C: 3.861811 -3.249644 -3.777668
N: 2.992559 -4.008639 -2.834440
O: 2.056049 -4.623971 -3.298368
O: 3.290781 -3.957578 -1.663537
H: 3.479795 -3.389874 -4.780726
H: 3.825077 -2.203235 -3.487490
H: 4.865788 -3.647223 -3.669938

Atoms 1-3, force components in eV/Å:
-0.3 -0.2 0.1
0.3 0.0 0.2
0.9 -0.3 -0.1

Atom-resolved charges from Mulliken, all expressed in e: -0.75 0.47 -1.23 -0.32 -0.49 -2.16 1.23 -0.47 -0.36 -0.55 -0.52 -0.26 0.24 0.37 0.33 0.40 0.10 0.08 -0.01 0.09 0.47 0.60 0.36 0.43 0.37 0.36 0.26 -0.74 0.86 -0.48 -0.55 0.29 0.29 0.29 -0.64 0.91 -0.55 -0.49 0.30 0.18 0.30


Entry 2:
ORCA calculation (ωB97M-V with the def2-TZVPD basis set) on a structure of composition BCsF4.

Results
HOMO energy: -11.2319 eV
molecular weight: 219.7 g/mol
HOMO-LUMO gap: 10.24 eV
ΔE to the lowest compared entry with this formula, charge and spin: 9.1 kJ/mol
DFT total energy: -444.7165 Ha
F_max: 1.7 eV/A

Element x y z (Å)
Cs: 0.561917 -0.542610 2.811110
B: -0.113414 0.120178 -0.565572
F: 0.920948 1.076109 -0.545260
F: -0.501161 -0.127251 -1.892486
F: 0.332890 -1.108741 -0.021834
F: -1.201180 0.582317 0.214043

Atoms 1-3, force components in eV/Å:
-0.2 0.1 -0.7
-0.3 0.4 -1.7
-0.1 -0.3 0.5

Atom-resolved charges from Mulliken, all expressed in e: 1.02 0.53 -0.37 -0.37 -0.42 -0.39


Entry 3:
ORCA calculation (ωB97M-V with the def2-TZVPD basis set) on a structure of composition C17H24F4N3Pd.

Results
HOMO energy (alpha / beta): -19.9387 / -19.9395 eV
molecular weight: 452.8 g/mol
HOMO-LUMO gap (alpha / beta): 6.02 / 6.02 eV
ΔE to the lowest compared entry with this formula, charge and spin: 1.6 kJ/mol
DFT total energy: -1352.6142 Ha
F_max: 0.5 eV/A
charge: +3

Element x y z (Å)
Pd: -1.014267 -0.353940 -0.482492
C: -2.791798 -0.228563 -2.177820
C: -3.466742 -0.988078 -1.034092
N: -2.387410 -1.767357 -0.336412
C: -2.119941 -3.113491 -0.977075
C: -0.711539 -3.331193 -1.500680
C: -2.555324 -1.817130 1.138304
C: -1.243773 -2.175071 1.803033
N: -0.132526 -1.415209 1.163139
C: 1.081096 -1.516152 1.565960
C: 2.156689 -0.856461 0.790564
F: 1.839357 -0.332154 -0.355390
C: 3.446302 -0.828211 1.233094
F: 4.366994 -0.229391 0.528202
C: 3.792149 -1.479780 2.427716
C: 2.838830 -2.167715 3.198665
F: 3.204004 -2.758606 4.298743
C: 1.534292 -2.226015 2.793982
F: 0.665575 -2.860192 3.517622
H: -3.506865 0.461375 -2.632703
H: -2.390201 -0.879801 -2.951730
H: -2.003581 0.537968 -1.899844
H: -4.250800 -1.652516 -1.394973
H: -3.906258 -0.294896 -0.318351
H: -2.838937 -3.218614 -1.787622
H: -2.375835 -3.869106 -0.232393
H: -0.418815 -2.561151 -2.219961
H: -0.710383 -4.281355 -2.034430
H: 0.038204 -3.396766 -0.710811
H: -3.326349 -2.543317 1.411988
H: -2.894243 -0.834292 1.472006
H: -1.005142 -3.237149 1.695719
H: -1.298078 -1.957176 2.871303
H: 4.829499 -1.465220 2.760333
C: 2.387894 3.749051 0.057673
C: 1.090744 3.807295 -0.767561
C: 1.389364 4.117193 -2.244930
C: 0.102002 4.826291 -0.174782
C: 0.461591 2.481214 -0.701810
N: -0.046047 1.451072 -0.648263
H: 2.855496 4.731837 0.011902
H: 3.091847 3.024717 -0.353451
H: 2.188866 3.521391 1.105303
H: 1.874563 5.091628 -2.288196
H: 0.475277 4.168577 -2.835232
H: 2.063125 3.382732 -2.685194
H: 0.588116 5.801405 -0.178074
H: -0.162972 4.584673 0.854230
H: -0.804054 4.897671 -0.775219

Atoms 1-3, force components in eV/Å:
-0.3 0.3 -0.3
0.0 -0.1 0.0
-0.1 -0.1 0.1

Atom-resolved charges from Mulliken, all expressed in e: 1.04 -1.08 -0.20 -0.28 -0.60 -1.04 -1.23 -0.77 0.09 -0.22 0.76 -0.24 0.02 -0.21 -0.10 -0.02 -0.19 0.69 -0.20 0.46 0.43 0.45 0.45 0.28 0.49 0.37 0.25 0.47 0.21 0.45 0.43 0.64 0.69 0.55 -1.55 1.91 -1.55 -1.56 -0.32 -0.44 0.43 0.38 0.38 0.42 0.41 0.39 0.42 0.40 0.41


Entry 4:
ORCA calculation (ωB97M-V with the def2-TZVPD basis set) on a cluster of 2 separate species, C3H6N5O2 in total.

Results
HOMO energy: -14.8247 eV
molecular weight: 144.1 g/mol
HOMO-LUMO gap: 11.58 eV
ΔE to the lowest compared entry with this formula, charge and spin: 9.2 kJ/mol
DFT total energy: -541.8957 Ha
F_max: 6.5 eV/A
charge: +1

Element x y z (Å)
C: 0.470286 -0.761109 -0.679230
C: 3.818111 0.648820 -0.078897
C: -0.274232 0.284310 1.509405
N: 1.052411 -2.653203 0.280597
N: 0.708241 -1.831944 1.171222
N: 0.868175 -2.041794 -0.897864
N: 0.231183 0.175768 -1.497756
N: 0.288578 -0.634341 0.647490
O: 2.678259 0.544490 -0.020550
O: 4.916661 0.719152 -0.249220
H: -0.149297 -0.390934 2.374575
H: 0.390977 1.118268 1.625223
H: -1.337088 0.701562 1.476465
H: 1.111962 -2.514934 -1.749881
H: 0.001710 0.081515 -2.532072
H: 0.293102 1.106236 -1.312944

Atoms 1-3, force components in eV/Å:
-0.3 -2.0 2.0
-1.8 -0.2 -0.3
-1.0 1.3 2.9

Atom-resolved charges from Mulliken, all expressed in e: 0.42 0.54 -0.82 -0.48 -0.15 0.20 -0.33 0.49 -0.32 -0.25 0.38 0.35 0.30 0.21 0.26 0.19


Entry 5:
ORCA calculation (ωB97M-V with the def2-TZVPD basis set) on an isolated molecule of C3H8N2.

Results
HOMO energy (alpha / beta): -8.2577 / -8.3247 eV
molecular weight: 72.1 g/mol
HOMO-LUMO gap (alpha / beta): 8.80 / 8.81 eV
ΔE to the lowest compared entry with this formula, charge and spin: 527.8 kJ/mol
DFT total energy: -228.4476 Ha
F_max: 1.4 eV/A

Element x y z (Å)
C: -0.147509 -1.223335 0.251390
C: -1.428749 -0.508623 -0.199089
C: 0.967002 1.341996 -0.593276
N: 0.527582 -0.267920 1.112794
N: 0.201774 0.996958 0.553243
H: -0.336188 -2.181987 0.754822
H: 0.490360 -1.425625 -0.612570
H: -1.763842 -0.588822 -1.219044
H: -2.162712 -0.283866 0.553541
H: 1.255574 0.507418 -1.239575
H: 0.398975 2.076793 -1.165354
H: 1.885859 1.828262 -0.239216
H: 0.111873 -0.271249 2.042334

Atoms 1-3, force components in eV/Å:
-0.6 0.2 -0.5
1.0 -0.3 0.3
0.3 -0.1 -0.4

Atom-resolved charges from Mulliken, all expressed in e: -0.43 -0.60 -0.55 -0.24 -0.38 0.32 0.21 0.32 0.29 0.24 0.26 0.27 0.29


Entry 6:
ORCA calculation (ωB97M-V with the def2-TZVPD basis set) on a structure of composition C37H32ClOP2Ru.

Results
HOMO energy (alpha / beta): -11.9661 / -13.7993 eV
molecular weight: 691.1 g/mol
HOMO-LUMO gap (alpha / beta): 5.75 / 3.12 eV
ΔE to the lowest compared entry with this formula, charge and spin: 0.0 kJ/mol
DFT total energy: -2741.3775 Ha
F_max: 8.0 eV/A
charge: +2
spin multiplicity: 6

Element x y z (Å)
Ru: -0.632298 0.280881 -0.251991
Cl: 1.352648 1.374102 -1.845341
P: -0.153877 -1.639742 -1.461110
P: -0.192429 1.857388 1.276327
C: -1.132530 -3.143660 -1.041185
C: 1.508838 -2.428600 -1.473481
C: -0.556143 -1.318038 -3.219956
C: -1.019243 3.459827 0.998699
C: -0.632122 1.496107 3.024306
C: 1.575717 2.322204 1.414008
C: -2.193455 -3.611660 -1.822203
C: -2.898668 -4.750859 -1.419074
C: -2.559960 -5.416422 -0.240382
C: -1.486430 -4.960790 0.530889
C: -0.765041 -3.844294 0.118193
H: -2.469485 -3.090257 -2.737637
H: -3.715838 -5.115482 -2.039435
H: -3.121307 -6.292871 0.081725
H: -1.204586 -5.465272 1.454125
H: 0.103642 -3.520491 0.695278
C: -1.814988 -0.791127 -3.548481
C: -2.170711 -0.618024 -4.888748
C: -1.249105 -0.898771 -5.901615
C: 0.029773 -1.348639 -5.568108
C: 0.382087 -1.552156 -4.232584
H: -2.510927 -0.518318 -2.750167
H: -3.171448 -0.264796 -5.138527
H: -1.526629 -0.758136 -6.946996
H: 0.762599 -1.544226 -6.348689
H: 1.383964 -1.890663 -3.972002
C: 1.636608 -3.726497 -1.994635
C: 2.880004 -4.356429 -2.035447
C: 4.020871 -3.687148 -1.585068
C: 3.902273 -2.393120 -1.072650
C: 2.650968 -1.775624 -0.992060
H: 0.758089 -4.261526 -2.356350
H: 2.951972 -5.368049 -2.427874
H: 4.996735 -4.170768 -1.638018
H: 4.788493 -1.855177 -0.733051
H: 2.571899 -0.775710 -0.567625
C: 0.332526 1.276713 4.016702
C: -0.063716 0.991199 5.325676
C: -1.419878 0.909392 5.650756
C: -2.385980 1.106512 4.658534
C: -1.993896 1.393212 3.348184
H: 1.391885 1.327945 3.769039
H: 0.697316 0.832300 6.089921
H: -1.724288 0.687270 6.674485
H: -3.447256 1.032889 4.900013
H: -2.742393 1.533361 2.564205
C: -1.310257 3.842435 -0.317797
C: -2.025788 5.018262 -0.560208
C: -2.451291 5.815300 0.506348
C: -2.123612 5.455477 1.816389
C: -1.392793 4.291828 2.066668
H: -0.993916 3.201864 -1.144414
H: -2.252430 5.306774 -1.586789
H: -3.031196 6.719767 0.315125
H: -2.431423 6.082519 2.652047
H: -1.125816 4.030744 3.091398
C: 1.987368 3.656114 1.524447
C: 3.332163 3.956937 1.756809
C: 4.283225 2.938460 1.835642
C: 3.883398 1.608821 1.670783
C: 2.537060 1.297848 1.467930
H: 1.256439 4.459531 1.437416
H: 3.635470 4.995950 1.877115
H: 5.332328 3.175135 2.022494
H: 4.619121 0.803278 1.707049
H: 2.226875 0.254113 1.362843
H: -2.021803 0.795583 0.393853
H: 0.955837 0.134121 -1.203147
O: -1.482816 -1.663207 1.895614
C: -1.130423 -0.905613 1.071810

Atoms 1-3, force components in eV/Å:
-0.8 1.1 -2.6
0.5 -0.2 -0.4
0.8 -1.5 -2.2

Atom-resolved charges from Mulliken, all expressed in e: -0.92 -0.05 2.24 2.10 0.48 0.21 0.98 -0.01 0.10 0.54 -0.29 -0.51 -0.50 -0.86 0.08 0.46 0.47 0.45 0.47 0.48 -0.72 -0.69 -0.56 -0.65 -0.56 0.35 0.43 0.42 0.44 0.39 0.11 -0.89 -0.59 -0.71 -0.13 0.56 0.44 0.43 0.47 -0.17 -0.30 -0.68 -0.56 -0.80 -0.03 0.37 0.43 0.41 0.43 0.44 -0.26 -0.72 -0.54 -0.76 -0.01 0.20 0.43 0.41 0.43 0.51 -0.84 -0.71 -0.71 -0.73 -0.40 0.37 0.44 0.41 0.43 0.62 0.19 -0.67 -0.41 0.34


Entry 7:
ORCA calculation (ωB97M-V with the def2-TZVPD basis set) on a structure of composition C27H33MnO2.

Results
HOMO energy (alpha / beta): -6.2722 / -7.7716 eV
molecular weight: 444.5 g/mol
HOMO-LUMO gap (alpha / beta): 6.00 / 8.26 eV
ΔE to the lowest compared entry with this formula, charge and spin: 0.0 kJ/mol
DFT total energy: -2349.8547 Ha
F_max: 4.3 eV/A
spin multiplicity: 5

Element x y z (Å)
O: -0.320690 0.164316 -0.929677
C: -1.489851 -0.519357 -0.410064
C: -2.257253 -0.377664 -1.715898
H: -1.917107 0.052059 0.420363
H: -1.227152 -1.542859 -0.131049
C: -1.028601 0.424665 -2.189150
H: -3.194810 0.174889 -1.615500
H: -2.396796 -1.322415 -2.247937
C: -1.273136 1.908437 -2.332994
H: -1.650208 2.319439 -1.388727
H: -2.006094 2.098132 -3.127051
H: -0.341916 2.419935 -2.602126
C: -0.261586 -0.151331 -3.354335
H: -0.179308 -1.241376 -3.273204
H: 0.749943 0.276148 -3.402208
H: -0.769862 0.095869 -4.295162
Mn: 2.220688 -0.088923 0.058925
C: 3.649503 -1.526969 -0.735864
C: 3.103730 -1.953455 0.523329
C: 1.689686 -2.195282 0.313747
H: 3.655450 -2.107327 1.440634
C: 1.434287 -2.129798 -1.094626
C: 2.589272 -1.585712 -1.719323
H: 2.692075 -1.377390 -2.784794
H: 4.697821 -1.319523 -0.921306
H: 0.960765 -2.471989 1.070816
H: 0.560596 -2.536985 -1.597800
C: 3.775711 1.346225 0.251901
C: 3.518749 1.161703 -1.156181
C: 2.207517 1.667980 -1.439911
H: 4.226119 0.816158 -1.906444
C: 1.644410 2.140343 -0.215276
C: 2.592502 1.919318 0.828028
H: 2.451122 2.185993 1.872341
H: 4.714582 1.148691 0.772840
H: 1.791745 1.808889 -2.435676
H: 0.689881 2.649434 -0.097520
O: -5.593864 0.288839 -0.863613
C: -6.051839 0.362789 -2.232069
C: -7.588949 0.413543 -2.255970
H: -5.705147 -0.540520 -2.767959
H: -5.577574 1.234554 -2.715952
C: -7.972475 -0.215084 -0.902285
H: -8.003653 -0.116026 -3.117058
H: -7.921904 1.457613 -2.276302
C: -6.771441 0.150985 -0.018383
H: -8.033309 -1.302476 -1.020003
H: -8.920470 0.153750 -0.505942
H: -6.561920 -0.589649 0.768909
H: -6.977988 1.118241 0.477899
C: 1.677401 -0.224164 2.017726
C: 2.466859 -0.230477 2.982568
C: 3.427351 -0.270369 3.993135
C: 4.175565 0.886756 4.294273
C: 5.350256 0.760223 5.023092
C: 5.744246 -0.491215 5.512653
C: 4.945395 -1.619965 5.292762
C: 3.771792 -1.512799 4.558087
H: 3.833868 1.852670 3.922659
H: 5.960519 1.641403 5.217800
H: 6.663807 -0.580984 6.097020
H: 5.237700 -2.586201 5.701768
H: 3.123993 -2.371705 4.382067

Atoms 1-3, force components in eV/Å:
-0.7 -0.2 -0.1
0.3 0.0 0.3
0.1 0.0 0.0

Atom-resolved charges from Mulliken, all expressed in e: -0.01 -0.64 -0.59 0.28 0.24 1.51 0.04 0.38 -1.66 0.39 0.45 0.27 -1.48 0.33 0.07 0.48 1.17 -0.87 -0.25 -1.08 0.56 0.26 -0.89 0.48 0.57 0.46 0.64 -0.25 -1.63 -0.10 0.59 -0.26 -1.22 0.62 0.45 0.78 0.45 -0.36 -0.38 -0.58 0.27 0.29 -0.49 0.32 0.27 -0.50 0.27 0.32 0.28 0.26 -1.65 1.17 0.34 -0.42 -0.56 -0.41 -0.50 -0.41 0.37 0.38 0.37 0.36 0.46